Entry 1:
67
Properties=species:S:1:pos:R:3 method="wB97M-V/def2-TZVPD" homo_lumo_gap_ev=5.95 mol_weight_da=526.37 charge=-1 lumo_energy_ev=2.31 total_energy_ha=-3676.53980 homo_energy_ev=-3.6 multiplicity=1 largest_force_ev_per_a=2.75
O 0.450 -0.494 -1.557
C -0.448 -0.053 -2.408
C -0.091 1.371 -2.966
C 0.373 2.363 -2.127
H 0.549 2.170 -1.065
C 0.655 3.637 -2.659
H 1.005 4.421 -1.968
C 0.435 3.880 -4.022
H 0.626 4.876 -4.424
C -0.024 2.864 -4.868
H -0.219 3.042 -5.939
C -0.265 1.590 -4.322
H -0.633 0.769 -4.941
H -0.379 -0.733 -3.290
C -2.474 -1.553 -1.851
C -1.947 -0.183 -1.910
H -3.410 -1.684 -2.436
H -2.681 -1.803 -0.801
H -1.734 -2.289 -2.224
C -2.707 0.908 -1.790
C -4.190 0.927 -1.648
H -2.236 1.889 -1.870
H -4.671 1.400 -2.524
H -4.439 1.498 -0.749
H -4.623 -0.090 -1.508
Zn -0.814 -0.277 0.962
Cl -2.955 0.204 1.359
C -0.811 0.189 3.709
O -0.219 -0.577 2.908
N -1.045 -0.079 4.989
C -0.542 -1.274 5.656
C -1.979 0.742 5.738
H -1.196 1.157 3.352
H 0.081 -1.847 4.974
H -1.381 -1.895 5.995
H 0.024 -0.989 6.554
H -2.273 1.572 5.096
H -1.511 1.118 6.655
H -2.863 0.166 6.025
H 4.738 2.081 -1.447
H 4.997 1.633 1.085
C 3.651 1.957 -1.321
C 3.897 1.649 1.117
N 3.374 1.163 -0.141
H 3.239 1.445 -2.201
C 2.871 -0.086 -0.224
O 2.709 -0.861 0.713
H 3.537 1.004 1.915
H 2.609 -0.363 -1.264
H 3.179 2.942 -1.235
H 3.543 2.675 1.270
H -0.026 -5.649 1.223
H 2.169 -5.455 -0.292
C -0.494 -5.058 0.421
C 1.558 -4.807 -0.951
N 0.495 -4.161 -0.184
H -1.309 -4.462 0.833
C 0.494 -2.852 0.079
O -0.487 -2.283 0.623
H 2.178 -4.019 -1.390
H 1.412 -2.293 -0.201
H -0.878 -5.736 -0.353
H 1.107 -5.407 -1.760
O 1.234 3.438 1.008
C 0.490 2.520 1.408
O 0.340 1.373 0.816
H -0.068 2.685 2.347



Entry 2:
66
Properties=species:S:1:pos:R:3 method="wB97M-V/def2-TZVPD" homo_lumo_gap_ev=3.09 mol_weight_da=462.58 charge=-2 lumo_energy_ev=3.27 total_energy_ha=-1879.64579 homo_energy_ev=0.2 multiplicity=1 largest_force_ev_per_a=14.59
C 6.509 -4.381 0.298
C 5.626 -3.248 -0.557
C 6.330 -1.765 -0.402
C 5.282 -0.561 -0.015
C 5.580 0.130 1.454
C 4.300 1.101 1.857
C 2.994 0.188 2.330
C 1.552 0.990 2.148
C 0.450 0.153 1.250
C -1.062 0.788 1.491
N -2.041 0.470 0.383
C -3.407 0.065 0.908
C -3.988 -1.222 0.010
C -2.919 -2.477 0.273
C -3.697 -3.838 0.754
C -2.867 -4.780 1.807
N -1.363 -4.751 1.650
S -2.209 1.848 -0.734
O -3.381 1.576 -1.753
O -0.905 2.041 -1.600
F -2.603 3.314 0.099
H 7.678 -4.182 0.203
H 6.153 -4.346 1.421
H 6.309 -5.458 -0.112
H 5.642 -3.620 -1.687
H 4.505 -3.259 -0.204
H 7.161 -1.776 0.431
H 6.802 -1.470 -1.451
H 4.192 -1.015 -0.067
H 5.330 0.300 -0.806
H 6.522 0.822 1.307
H 5.813 -0.688 2.281
H 4.063 1.743 0.900
H 4.653 1.795 2.747
H 2.945 -0.849 1.746
H 3.180 -0.053 3.476
H 1.124 1.172 3.241
H 1.785 2.068 1.716
H 0.444 -0.956 1.656
H 0.670 0.196 0.078
H -1.003 1.971 1.591
H -1.414 0.409 2.564
H -3.400 -0.315 2.024
H -4.165 0.973 0.880
H -5.077 -1.544 0.340
H -4.027 -0.904 -1.120
H -2.434 -2.719 -0.789
H -2.030 -2.147 0.960
H -4.677 -3.479 1.330
H -4.086 -4.411 -0.210
H -3.176 -4.604 2.947
H -3.199 -5.903 1.581
H -1.056 -4.512 0.681
H -0.884 -4.182 2.381
C -3.175 5.262 -2.981
C -3.922 4.144 -2.973
C -5.241 4.292 -3.725
O -6.047 3.373 -3.906
C -5.592 5.628 -4.274
C -4.851 6.750 -4.270
C -3.485 6.572 -3.612
O -2.616 7.449 -3.563
O -5.151 7.891 -4.739
O -3.654 3.026 -2.434
H -2.214 5.251 -2.480
H -6.575 5.655 -4.729



Entry 3:
72
Properties=species:S:1:pos:R:3 method="wB97M-V/def2-TZVPD" de_lowest_kj_mol=234.6 homo_lumo_gap_ev="4.98 / 4.97" mol_weight_da=1249.10 lumo_energy_ev="-2.80 / -2.80" total_energy_ha=-13861.77262 homo_energy_ev="-7.8 / -7.8" multiplicity=1 largest_force_ev_per_a=1.36
W 0.408 -0.133 -0.472
O 2.732 2.892 4.044
C 2.074 1.857 4.549
O 2.103 1.579 5.720
C 1.311 1.021 3.588
C 0.549 -0.078 3.927
N 0.016 -0.559 2.809
N 0.369 0.165 1.738
C 1.169 1.131 2.206
C 1.689 2.078 1.154
O 2.357 3.062 1.433
O 1.309 1.744 -0.045
H 2.600 3.008 3.071
H 0.358 -0.517 4.892
H -0.691 -1.300 2.686
Se -1.820 -1.150 -0.423
Te -2.788 -2.101 1.643
Te -1.227 -4.554 -1.276
Se 0.397 -2.701 -0.995
C 1.305 -2.067 -4.376
Si -0.092 -0.840 -4.339
C -0.091 0.202 -5.895
C -1.798 -1.592 -4.049
Se 0.309 0.765 -2.731
H 1.247 -2.619 -5.321
H 1.267 -2.794 -3.566
H 2.271 -1.563 -4.341
H -0.264 -0.436 -6.767
H 0.868 0.703 -6.032
H -0.874 0.959 -5.868
H -2.155 -2.044 -4.978
H -2.522 -0.831 -3.754
H -1.778 -2.373 -3.288
C -6.174 3.444 1.178
C -5.203 2.338 0.789
C -4.548 2.587 -0.565
C -3.506 1.516 -0.901
Ge -1.703 1.860 -0.213
C -1.715 2.613 1.611
C -2.255 4.051 1.613
C -2.125 4.715 2.986
C -2.981 4.050 4.058
H -6.655 3.242 2.136
H -6.961 3.555 0.430
H -5.661 4.406 1.259
H -5.727 1.377 0.749
H -4.440 2.224 1.564
H -4.110 3.594 -0.601
H -5.330 2.579 -1.331
H -3.346 1.448 -1.982
H -3.902 0.559 -0.569
H -1.085 2.897 -1.157
H -0.702 2.664 1.988
H -2.273 1.953 2.281
H -3.308 4.082 1.308
H -1.700 4.640 0.877
H -2.413 5.765 2.894
H -1.075 4.709 3.291
H -4.029 4.010 3.749
H -2.932 4.597 4.999
H -2.655 3.029 4.262
Se 2.758 -1.071 -0.036
C 3.964 0.433 -0.073
C 4.036 1.313 -1.140
C 4.960 2.340 -1.093
N 5.805 2.541 -0.079
C 5.728 1.687 0.937
C 4.835 0.626 0.988
H 3.369 1.218 -1.987
H 5.025 3.044 -1.915
H 6.411 1.857 1.762
H 4.818 -0.032 1.848



Entry 4:
63
Properties=species:S:1:pos:R:3 method="wB97M-V/def2-TZVPD" de_lowest_kj_mol=291.4 homo_lumo_gap_ev=9.54 mol_weight_da=397.51 smiles=c1ccc(CN2CCOCCOCCOCCOCCOCCOCC2)cc1 lumo_energy_ev=0.85 total_energy_ha=-1327.27425 homo_energy_ev=-8.7 multiplicity=1 largest_force_ev_per_a=0.44
C -4.661 -1.056 3.796
C -4.075 0.064 3.228
C -3.951 0.159 1.854
C -4.411 -0.863 1.031
C -4.256 -0.730 -0.462
N -2.871 -0.442 -0.802
C -2.693 0.157 -2.113
C -1.579 1.214 -2.111
O -0.470 0.718 -2.838
C 0.688 1.497 -2.676
C 1.846 0.788 -3.373
O 3.041 1.402 -2.952
C 4.219 0.886 -3.531
C 4.679 -0.482 -2.992
O 5.402 -0.442 -1.787
C 4.657 -0.400 -0.590
C 4.292 1.026 -0.142
O 3.896 1.094 1.209
C 2.665 0.469 1.511
C 2.173 1.077 2.830
O 1.133 0.369 3.457
C -0.151 0.484 2.888
C -0.514 -0.648 1.916
O -0.285 -0.236 0.585
C -0.540 -1.230 -0.381
C -2.021 -1.593 -0.559
C -4.994 -1.982 1.608
C -5.121 -2.077 2.984
H -4.758 -1.132 4.869
H -3.715 0.864 3.858
H -3.487 1.022 1.401
H -4.868 0.113 -0.795
H -4.630 -1.641 -0.963
H -3.630 0.634 -2.406
H -2.440 -0.592 -2.879
H -1.289 1.421 -1.074
H -1.924 2.150 -2.573
H 0.549 2.504 -3.095
H 0.931 1.603 -1.608
H 1.813 -0.275 -3.094
H 1.740 0.856 -4.465
H 4.993 1.625 -3.313
H 4.091 0.806 -4.620
H 3.817 -1.157 -2.898
H 5.376 -0.909 -3.720
H 5.305 -0.844 0.172
H 3.750 -1.014 -0.685
H 3.515 1.443 -0.795
H 5.187 1.649 -0.210
H 1.933 0.637 0.711
H 2.798 -0.615 1.643
H 1.883 2.123 2.658
H 3.005 1.059 3.539
H -0.268 1.443 2.370
H -0.845 0.447 3.733
H 0.096 -1.533 2.151
H -1.571 -0.904 2.054
H 0.007 -2.152 -0.127
H -0.147 -0.834 -1.317
H -2.382 -2.083 0.348
H -2.080 -2.326 -1.386
H -5.354 -2.783 0.978
H -5.578 -2.953 3.421



Entry 5:
61
Properties=species:S:1:pos:R:3 method="wB97M-V/def2-TZVPD" de_lowest_kj_mol=167.2 homo_lumo_gap_ev=4.05 mol_weight_da=590.48 lumo_energy_ev=-0.04 total_energy_ha=-1939.89535 homo_energy_ev=-4.1 multiplicity=1 largest_force_ev_per_a=3.11
P -2.655 1.280 -2.248
P -3.486 -1.063 1.051
C -3.941 0.154 -1.580
C -4.308 0.122 -0.068
H -3.764 -0.868 -1.969
H -4.832 0.508 -2.125
H -4.266 1.133 0.383
H -5.375 -0.168 -0.032
C -4.011 -2.731 0.597
H -3.392 -3.479 1.115
H -3.898 -2.898 -0.485
H -5.061 -2.897 0.876
C -4.052 -0.682 2.718
H -4.990 -1.222 2.921
H -4.229 0.401 2.814
H -3.294 -0.988 3.456
C -2.593 0.852 -3.984
H -1.600 1.081 -4.397
H -3.363 1.448 -4.495
H -2.826 -0.218 -4.120
C -3.309 2.944 -2.076
H -3.655 3.122 -1.047
H -4.159 3.042 -2.763
H -2.528 3.671 -2.342
Cd 2.974 0.842 1.590
C -1.663 -1.089 1.112
C -1.155 -2.023 0.100
C -1.165 -1.661 -1.283
C 0.081 -0.920 -1.898
C -0.271 0.453 -2.233
C -1.050 1.359 -1.393
C -1.351 1.351 0.156
C -0.846 0.262 1.084
C 3.317 1.265 -0.494
H -1.469 -1.527 2.107
H -0.709 -2.954 0.443
H -1.996 -0.932 -1.313
H -1.431 -2.499 -1.950
H 0.939 -0.994 -1.200
H 0.366 -1.443 -2.832
H 0.232 0.908 -3.092
H -0.696 2.386 -1.624
H -2.439 1.460 0.301
H -0.972 2.320 0.538
H 0.218 0.051 0.900
H -0.878 0.670 2.108
H 4.004 2.113 -0.610
H 2.380 1.467 -1.019
H 3.780 0.369 -0.911
Te 4.274 -0.365 3.658
C 6.242 -0.366 2.940
C 6.759 -1.493 2.251
C 8.041 -1.412 1.684
C 8.798 -0.244 1.819
C 8.319 0.834 2.578
C 7.047 0.774 3.155
H 6.141 -2.380 2.197
H 8.430 -2.261 1.120
H 9.769 -0.168 1.330
H 8.928 1.732 2.702
H 6.641 1.572 3.779



Entry 6:
74
Properties=species:S:1:pos:R:3 method="wB97M-V/def2-TZVPD" homo_lumo_gap_ev="6.94 / 5.86" mol_weight_da=964.00 s_squared=2.01 lumo_energy_ev="-0.15 / -1.78" total_energy_ha=-4570.15906 homo_energy_ev="-7.1 / -7.6" multiplicity=3 largest_force_ev_per_a=1.37
Pt -1.235 -0.728 -1.103
N 1.048 3.787 6.119
C 0.682 3.550 4.810
C -0.644 3.239 4.489
C -0.987 2.896 3.195
C -0.014 2.869 2.209
C 1.293 3.238 2.499
C 1.642 3.571 3.791
S -0.373 2.245 0.591
O -1.754 2.513 0.275
O 0.608 2.849 -0.294
N -0.239 0.630 0.615
C 1.006 0.072 0.583
N 1.104 -1.096 -0.094
C 2.296 -1.668 -0.159
C 3.422 -1.120 0.432
C 3.217 0.057 1.132
N 2.038 0.651 1.215
H 0.322 4.032 6.769
H 1.932 4.241 6.269
H -1.394 3.260 5.270
H -2.011 2.661 2.933
H 2.013 3.259 1.697
H 2.662 3.848 4.027
H 2.347 -2.594 -0.721
H 4.396 -1.577 0.345
H 4.030 0.549 1.657
C -6.063 0.812 -4.033
Si -4.561 1.064 -2.897
C -4.484 2.851 -2.294
C -4.748 -0.058 -1.385
Si -2.567 0.511 -4.114
Te -0.508 1.088 -2.716
Si -2.241 1.825 -6.045
C -2.215 3.658 -5.566
C -3.619 1.517 -7.312
C -0.565 1.402 -6.825
Si -2.208 -1.809 -4.600
C -3.268 -2.438 -6.039
C -2.537 -2.793 -3.014
C -0.376 -2.171 -4.935
H -6.983 1.130 -3.539
H -6.180 -0.237 -4.311
H -5.964 1.388 -4.954
H -5.429 3.171 -1.851
H -4.240 3.544 -3.102
H -3.709 2.939 -1.534
H -5.398 0.386 -0.628
H -3.764 -0.182 -0.929
H -5.138 -1.047 -1.630
H -3.206 4.002 -5.266
H -1.872 4.299 -6.380
H -1.540 3.805 -4.720
H -4.588 1.825 -6.918
H -3.693 0.457 -7.562
H -3.449 2.066 -8.240
H 0.221 1.494 -6.072
H -0.311 2.062 -7.655
H -0.548 0.375 -7.196
H -4.314 -2.151 -5.922
H -3.226 -3.526 -6.112
H -2.919 -2.028 -6.989
H -3.589 -2.865 -2.740
H -1.996 -2.261 -2.187
H -2.124 -3.803 -3.055
H 0.039 -1.552 -5.732
H -0.212 -3.216 -5.202
H 0.194 -1.962 -4.027
Cl -0.920 -3.250 3.540
C -2.108 -2.071 2.930
Cl -1.773 -0.483 3.668
Cl -3.744 -2.592 3.393
C -2.005 -2.018 1.490
N -1.952 -2.013 0.339



Entry 7:
61
Properties=species:S:1:pos:R:3 method="wB97M-V/def2-TZVPD" homo_lumo_gap_ev="5.22 / 5.77" mol_weight_da=584.49 s_squared=6.02 charge=+2 lumo_energy_ev="-5.62 / -8.13" total_energy_ha=-1899.40050 homo_energy_ev="-10.8 / -13.9" multiplicity=5 largest_force_ev_per_a=7.96
P 1.946 1.142 -0.420
P -1.605 -1.643 1.381
C -0.167 0.609 -0.544
C -1.076 -0.008 0.584
H -0.382 0.274 -1.568
H -0.381 1.677 -0.466
H -1.071 0.685 1.443
H -1.989 0.015 -0.008
C -2.269 -2.710 0.081
H -2.287 -3.771 0.357
H -1.664 -2.619 -0.821
H -3.288 -2.378 -0.122
C -2.799 -1.178 2.632
H -3.793 -1.553 2.370
H -2.826 -0.084 2.690
H -2.530 -1.587 3.618
C 2.583 1.183 -2.099
H 3.687 0.983 -2.086
H 2.413 2.158 -2.615
H 2.089 0.399 -2.686
C 1.772 2.873 -0.003
H 0.944 3.003 0.690
H 1.607 3.513 -0.872
H 2.697 3.223 0.476
Pd 0.929 -0.878 0.278
C -3.172 1.168 -1.402
C -2.735 0.066 -2.061
C -2.503 0.049 -3.523
C -1.653 1.215 -4.073
C -0.668 1.792 -3.127
C -0.883 2.822 -2.277
C -2.224 3.476 -2.109
C -3.431 2.505 -1.998
C 2.991 -0.058 0.776
H -3.537 1.133 -0.372
H -2.803 -0.923 -1.614
H -3.470 0.032 -4.053
H -2.003 -0.881 -3.807
H -1.079 0.808 -4.909
H -2.312 1.960 -4.500
H 0.320 1.383 -3.256
H -0.076 3.419 -1.859
H -2.429 4.213 -2.917
H -2.238 4.077 -1.180
H -4.168 3.016 -1.354
H -3.921 2.457 -2.977
H 2.776 -0.140 1.864
H 3.643 0.849 0.685
H 3.554 -0.912 0.368
Te 0.415 -2.772 2.147
C 2.265 -2.766 3.257
C 3.094 -3.811 2.824
C 4.261 -4.059 3.551
C 4.522 -3.318 4.715
C 3.669 -2.284 5.148
C 2.482 -2.021 4.429
H 2.798 -4.411 1.955
H 4.940 -4.850 3.223
H 5.390 -3.567 5.317
H 3.902 -1.706 6.045
H 1.740 -1.287 4.770